C4H7N2S | ωB97M-V/def2-TZVPD

Last column: natural (NBO) charge in e.
Element x y z (Å)
C 0.3237 1.7660 -1.7325  0.44
C -0.0117 -1.4021 -0.2805  0.00
C -0.1641 2.2022 -0.6220  -0.59
C -0.3349 -1.6515 1.0070  -0.42
N 0.7099 1.0045 -2.5905  -0.66
N -0.0107 -0.8819 2.1810  -0.80
S -0.1894 -1.1818 -1.7890  0.69
H 0.5065 2.3652 0.2483  0.27
H -1.1431 2.5708 -0.5109  0.27
H -1.5111 -1.5640 0.9920  0.32
H -0.0196 -2.6236 1.2482  0.29
H 1.1669 1.3025 -3.3840  0.41
H -0.1918 -1.4788 2.9895  0.39
H 0.8694 -0.4274 2.2435  0.39

## Properties
- E_HOMO (alpha / beta) (eV) = -13.417 / -13.417
- energy above the lowest of the compared OMol25 structures with the same formula, charge and spin (eV) = 4.665
- net charge = +1
- maximum force (eV/A) = 6.46